Below is 2 unconnected molecules or ions with the total composition C2H7N2O, with properties calculated with wB97M-V/def2-TZVPD.

## Properties
Expectation value of S²: 2.010
LUMO level (alpha / beta) (eV): -5.064 / -6.942
Net charge: +1
Multiplicity: 3

```
12
Properties=species:S:1:pos:R:3:forces:R:3:lowdin_charge:R:1
C 0.58779 -0.46839 0.19590 0.70 -0.66 0.76 0.05
C 1.55972 -0.21962 -0.83320 0.04 0.39 -0.60 -0.02
N -1.85397 1.46626 -0.34107 2.25 0.79 0.16 -0.03
N 0.71516 -1.09774 1.29011 -0.24 0.05 0.05 0.23
O -3.02511 0.97447 -0.04326 -1.96 -0.73 0.36 -0.08
H 1.16203 -0.50970 -1.80556 -0.06 -0.04 -0.07 0.11
H 1.72934 0.85879 -0.88194 0.01 0.08 -0.01 0.12
H 2.51456 -0.73152 -0.66272 -0.14 -0.03 0.15 0.12
H -1.67341 1.24409 -1.32775 -0.69 -0.09 0.09 0.05
H 1.58971 -1.55568 1.58362 -0.18 0.22 -0.25 0.18
H -0.05358 -1.18669 1.94733 -0.15 0.05 0.00 0.16
H -3.25225 1.22572 0.87854 0.41 -0.02 -0.65 0.12
```
Forces are in eV/Å.

Below is a gas-phase ion, C2H7N2O (charge +2), with properties calculated with wB97M-V/def2-TZVPD.

## Properties
Expectation value of S²: 0.756
LUMO level (alpha / beta) (eV): -9.489 / -14.399
Net charge: +2
Multiplicity: 2

```
12
Properties=species:S:1:pos:R:3:forces:R:3:lowdin_charge:R:1
N 0.00574 0.75042 -1.77140 0.51 0.10 0.03 0.23
C -0.66892 0.65080 -0.44692 0.47 0.36 1.32 0.03
C 0.12563 -0.27856 0.58085 -2.95 0.32 2.01 -0.31
N -0.17217 -0.38456 1.88051 1.24 0.25 -2.75 0.32
O 0.88464 -1.07932 0.03975 1.45 -0.77 -1.13 0.39
H -0.39567 1.48708 -2.36332 -0.27 0.43 0.25 0.20
H 1.00898 1.03390 -1.61427 -0.76 -0.63 -0.69 0.22
H -0.12379 -0.08657 -2.36760 0.61 -0.06 0.36 0.21
H -1.71689 0.33036 -0.49068 0.30 -0.22 -0.21 0.18
H -0.61855 1.62911 0.04525 -0.12 0.05 -0.23 0.17
H -0.78590 0.25208 2.36866 -0.07 0.10 0.24 0.18
H 0.43181 -1.06292 2.33990 -0.42 0.08 0.81 0.18
```
Forces are in eV/Å.

Below is a molecular structure, C2H7N2O2, with properties calculated with wB97M-V/def2-TZVPD.

## Properties
Expectation value of S²: 2.012
LUMO level (alpha / beta) (eV): -3.741 / -7.072
Net charge: +1
Multiplicity: 3

```
13
Properties=species:S:1:pos:R:3:forces:R:3:lowdin_charge:R:1
C -0.50474 -0.85245 -1.14382 3.90 1.91 4.01 -0.49
C 0.07930 0.08433 0.48607 -0.49 0.76 -2.46 -0.18
N -1.71533 -1.15261 -1.16141 -6.13 -2.76 -1.00 0.15
N 1.39085 0.59231 0.01448 2.73 -0.08 1.01 0.21
O 0.42154 -0.88876 -1.87898 4.71 0.31 -3.42 0.12
O -0.66705 1.15461 0.81563 1.37 0.30 -1.38 0.12
H 0.05548 -0.71025 1.15517 0.33 -1.51 1.24 0.13
H -2.30439 -0.65614 -0.59083 -2.14 1.13 0.94 0.08
H -2.09206 -1.63088 -1.98091 0.09 0.23 0.61 0.16
H 2.34575 0.19112 0.43943 -2.58 0.42 -0.57 0.24
H 1.52575 0.47180 -1.00747 -0.54 -0.05 0.17 0.15
H 1.42795 1.59187 0.26739 -0.07 -0.19 -0.31 0.18
H -1.35189 0.97127 1.43359 -1.18 -0.47 1.16 0.12
```
Forces are in eV/Å.

What are the max |F| values for these records? In order: 2.4, 3.6, 6.8 eV/Å.
What are the electronic energy values for these records? In order: -264.697083, -264.375677, -339.900858 Eh.